# 1
125
Properties=species:S:1:pos:R:3:mulliken_charge:R:1 method="wB97M-V/def2-TZVPD" orbital_gap_ev="5.234 / 2.684" spin_multiplicity=4 homo_ev="-6.22 / -5.97" total_energy_ev=-332417.806
V -0.6627 -0.2050 0.5081 -0.5660
C -4.7342 3.1320 1.5587 -1.3981
C -4.2843 1.7056 1.2947 -0.3146
Ge -2.2868 1.4160 1.6867 1.0004
C -2.4597 0.4643 3.5035 -0.2712
C -2.9053 1.3643 4.6462 -1.5065
C -1.4704 3.0710 2.3611 -0.7347
C -0.2129 2.9714 2.7998 0.2035
Ge 0.8203 1.3664 2.0526 1.5714
C 1.4227 0.4023 3.7913 -0.8954
C 2.8935 0.0739 4.0041 -1.5896
C 2.3577 2.2059 0.9144 0.0084
C 3.6413 2.7446 1.5303 -1.3718
C 0.3750 3.8831 3.7781 0.8716
C -0.3873 4.8182 4.4845 -0.7146
C 0.1932 5.6367 5.4323 -0.7856
C 1.5549 5.5681 5.6797 -0.5088
C 2.3211 4.6366 4.9991 -1.3273
C 1.7296 3.7867 4.0850 0.4875
H -5.7967 3.2466 1.3467 0.3679
H -4.1827 3.8252 0.9317 0.1869
H -4.5701 3.4024 2.5966 0.2795
H -4.5400 1.4280 0.2728 0.2805
H -4.8146 1.0278 1.9660 0.5884
H -1.4965 0.0160 3.7664 -0.1595
H -3.1792 -0.3513 3.4025 0.3881
H -2.1609 2.1309 4.8438 0.3017
H -3.0407 0.7743 5.5515 0.4168
H -3.8505 1.8523 4.4198 0.2506
H -2.1051 3.9122 2.6116 0.3225
H 0.8445 -0.5258 3.8361 0.4965
H 1.0660 1.0365 4.6048 0.9206
H 3.3279 -0.4032 3.1264 0.2678
H 3.0004 -0.6140 4.8440 0.3496
H 3.4661 0.9692 4.2333 0.3699
H 1.8646 3.0147 0.3689 0.3027
H 2.6231 1.4446 0.1794 -0.0726
H 3.4824 3.7230 1.9763 0.3395
H 4.3960 2.8607 0.7505 0.4226
H 4.0396 2.0661 2.2801 0.1892
H -1.4453 4.9003 4.2949 0.3376
H -0.4197 6.3343 5.9842 0.3990
H 2.0114 6.2284 6.4028 0.3798
H 3.3837 4.5728 5.1853 0.4509
H 2.3106 3.0232 3.5956 0.0596
I -2.9050 -2.7205 -1.9403 0.0588
C -2.9932 -0.7036 -2.5434 0.1948
C -3.6669 -0.4007 -3.7121 -0.1478
C -3.8565 0.9095 -4.0839 -0.4012
I -4.7705 1.2853 -5.9547 0.0246
C -3.4810 1.9675 -3.2343 1.0017
C -3.7739 3.3246 -3.4509 -0.9325
C -3.3778 4.2640 -2.5286 -1.4085
C -2.7062 3.8422 -1.3814 -0.5052
N -2.4242 2.5784 -1.1332 0.4041
C -2.7844 1.6549 -2.0339 -0.3196
C -2.4345 0.2926 -1.7272 -0.3716
O -1.6657 0.0599 -0.7367 0.6964
H -4.0520 -1.2036 -4.3192 0.4505
H -4.3118 3.6102 -4.3416 0.2141
H -3.6043 5.3083 -2.6784 0.4709
H -2.3737 4.5560 -0.6392 0.6153
Se -0.5066 -6.3465 4.9159 0.2484
N -1.7963 -5.3521 4.2332 -0.8873
C -1.2531 -4.4090 3.4845 0.6512
C -2.0068 -3.4397 2.7466 0.7620
C -3.3959 -3.4401 2.6364 -1.0759
C -3.9852 -2.4969 1.8091 -1.4580
C -3.1931 -1.5474 1.1854 -0.1312
N -1.8696 -1.4924 1.3178 1.1810
C -1.2723 -2.4474 2.0598 -0.5254
C 0.1476 -2.4392 2.0257 -0.5760
N 0.7085 -1.4457 1.2951 1.2635
C 2.0162 -1.5219 1.0796 -0.2858
C 2.8261 -2.5305 1.5917 -1.1278
C 2.2745 -3.5089 2.4029 -1.1394
C 0.9010 -3.4710 2.6339 0.2187
C 0.1804 -4.4349 3.4170 0.8678
N 0.7482 -5.3998 4.1189 -0.8666
H -3.9723 -4.1794 3.1684 0.5749
H -5.0515 -2.4853 1.6491 0.5831
H -3.6508 -0.7963 0.5550 0.2369
H 2.4478 -0.7506 0.4507 0.0589
H 3.8751 -2.5441 1.3445 0.6799
H 2.8624 -4.3065 2.8317 0.5927
S 3.6660 -2.9793 -1.6174 -0.3738
P 1.9528 -3.2752 -2.5697 1.5956
S 0.3866 -2.4703 -1.6198 -0.1939
C 1.6071 -5.0615 -2.7788 0.6388
C 2.3898 -5.8070 -3.6503 -0.6061
C 2.1633 -7.1635 -3.7813 -0.6816
C 1.1672 -7.7763 -3.0375 -0.4492
C 0.3915 -7.0348 -2.1622 -0.8079
C 0.6142 -5.6762 -2.0301 -0.3385
C 2.0476 -2.6228 -4.2844 0.3537
C 3.1827 -1.9593 -4.7295 -0.7622
C 3.2254 -1.4421 -6.0137 -0.2737
C 2.1361 -1.5870 -6.8554 -0.6006
C 1.0075 -2.2609 -6.4152 -0.7118
C 0.9579 -2.7739 -5.1321 -0.5495
H 3.1717 -5.3244 -4.2206 0.4143
H 2.7656 -7.7422 -4.4664 0.3947
H 0.9899 -8.8351 -3.1459 0.3843
H -0.3894 -7.5086 -1.5834 0.4398
H 0.0115 -5.0791 -1.3583 0.3493
H 4.0349 -1.8670 -4.0686 0.2942
H 4.1066 -0.9219 -6.3590 0.5279
H 2.1651 -1.1852 -7.8582 0.4086
H 0.1627 -2.3908 -7.0762 0.4361
H 0.0795 -3.2985 -4.7809 0.4414
N 3.3448 4.4370 -4.2669 -0.3591
C 3.0605 3.1383 -4.4636 0.1914
S 3.6008 2.3513 -5.8034 -0.3951
C 2.2452 2.4529 -3.4519 0.6539
C 1.2722 3.0978 -2.6834 -1.4146
C 0.5735 2.3724 -1.7312 -0.8579
N 0.8109 1.0905 -1.4671 1.1416
C 1.7312 0.4788 -2.2043 -1.1682
C 2.4417 1.0959 -3.2163 -0.5751
H 3.9297 4.9020 -4.9416 0.2171
H 3.1164 4.9087 -3.4076 0.1956
H 1.0350 4.1376 -2.8503 0.5256
H -0.2034 2.8328 -1.1319 0.6699
H 1.9305 -0.5584 -1.9741 -0.0638
H 3.1419 0.5329 -3.8105 0.4241

=====

# 2
16
Properties=species:S:1:pos:R:3:mulliken_charge:R:1 method="wB97M-V/def2-TZVPD" e_above_lowest_ev=3.7566 orbital_gap_ev="7.758 / 6.737" homo_ev="-7.77 / -6.99" total_energy_ev=-14231.864
C -0.7452 2.1715 -0.5592 -1.0097
C -0.7821 1.1424 -1.3783 0.4476
C 0.9384 -0.1293 1.4386 -0.7358
C -1.6301 0.0569 -1.2583 -0.9630
O 0.7590 -3.0630 1.3319 -0.4782
Si 0.6222 -1.6720 0.4469 0.2504
H -0.1013 2.9083 -0.6842 0.3485
H -1.3195 2.1208 0.4504 0.2812
H -0.2610 1.3234 -2.3403 0.2642
H 1.9794 0.3122 1.2826 0.2906
H 0.0781 0.6744 1.2874 0.0215
H 0.8159 -0.2033 2.4667 0.4126
H -1.7079 -0.6506 -2.1223 0.2779
H -2.1155 -0.0676 -0.2789 0.3319
H 1.2944 -3.3300 2.0746 0.3268
H 1.4504 -1.8182 -0.8327 -0.0666

=====

# 3
21
Properties=species:S:1:pos:R:3:mulliken_charge:R:1 method="wB97M-V/def2-TZVPD" e_above_lowest_ev=1.4114 total_charge=+2 orbital_gap_ev="8.254 / 6.609" spin_multiplicity=2 homo_ev="-17.46 / -17.05" total_energy_ev=-55481.234
O -0.5020 4.3883 -2.3109 -0.0693
C -0.3872 3.2661 -2.1305 0.1458
Yb 0.2075 -0.0344 -0.4957 1.2545
C 0.9244 -1.3351 -2.2863 0.6325
O 0.4551 -2.0659 -1.3252 -0.5055
C 0.0808 -0.3502 -3.0292 0.2971
O -0.5069 -0.5954 -4.0722 -0.3105
C 2.3151 -1.0204 -2.3316 0.3851
O 3.4136 -1.1427 -2.7366 -0.1513
C -2.0606 -0.0858 -1.6376 0.2895
O -3.0317 -0.4084 -2.1652 -0.0732
H 0.1803 0.7403 -2.5668 -0.0492
N 1.0306 0.8129 3.8547 -0.5464
N 0.2947 -0.0971 3.1313 0.8520
N -0.8679 -0.5847 3.6466 -0.5145
C -1.5091 -0.9535 2.5188 -0.0915
N -0.8591 -0.6027 1.3941 -0.2260
N 0.2757 0.0199 1.7972 -0.3760
H 1.9315 0.9459 3.4203 0.2867
H 1.0735 0.5590 4.8308 0.3251
H -2.4582 -1.4559 2.4940 0.4449

=====

# 4
77
Properties=species:S:1:pos:R:3:mulliken_charge:R:1 method="wB97M-V/def2-TZVPD" e_above_lowest_ev=1.4457 total_charge=+4 orbital_gap_ev=5.540 homo_ev=-18.59 total_energy_ev=-61541.755
Ta -0.0139 0.3211 0.4643 1.7854
C 2.4745 0.6766 5.5654 -0.7987
N 1.4786 0.3859 4.5337 0.1343
C 0.3242 -0.3144 4.7544 -0.5783
C -0.3273 -0.3887 3.5638 -0.6129
N 0.4259 0.2694 2.6153 0.2453
C 1.5294 0.7309 3.2397 0.1581
P 2.9513 1.6060 2.4530 -0.2569
C 3.1999 0.3246 1.1707 -0.0299
N 2.2225 -0.1854 0.4050 0.3197
C 2.8208 -1.0951 -0.4322 -0.5207
C 4.1556 -1.1285 -0.1614 -0.6225
N 4.3763 -0.2332 0.8430 0.1405
C 5.6943 0.0792 1.3960 -0.7659
C 2.0150 2.6910 1.2862 -0.2086
N 1.0949 2.2668 0.4014 0.0380
C 0.8083 3.3231 -0.4289 -0.5476
C 1.5667 4.3843 -0.0409 -0.6746
N 2.3111 3.9736 1.0305 0.2073
C 3.2833 4.8182 1.7224 -0.8578
H 2.0484 0.4627 6.5415 0.3419
H 3.3593 0.0539 5.4405 0.3482
H 2.7678 1.7237 5.5368 0.3695
H 0.0449 -0.6924 5.7242 0.4968
H -1.2643 -0.8674 3.3323 0.5349
H 2.2780 -1.6555 -1.1724 0.5880
H 4.9454 -1.7116 -0.6055 0.4733
H 6.4340 -0.5513 0.9117 0.3349
H 5.9520 1.1201 1.2083 0.3516
H 5.7304 -0.1118 2.4669 0.3389
H 0.1079 3.2393 -1.2452 0.4672
H 1.6465 5.3757 -0.4548 0.5885
H 2.9552 5.8537 1.6847 0.3625
H 3.3873 4.5219 2.7627 0.3800
H 4.2562 4.7577 1.2350 0.3559
N -2.6378 -1.1072 0.1788 -0.3428
C -2.5052 -2.5286 -0.2469 -0.7833
C -1.3262 -2.6834 -1.2492 -0.6995
C -0.3828 -1.6805 -0.7211 0.8079
O 0.0184 -1.7326 0.4827 -0.4884
O -0.1873 -0.5486 -1.3277 -0.5861
H -3.2853 -1.0779 0.9613 0.2842
H -3.0857 -0.5927 -0.5754 0.1670
H -3.4115 -2.9019 -0.7225 0.4270
H -2.3020 -3.1318 0.6344 0.3859
H -1.6036 -2.4468 -2.2741 0.4085
H -0.9353 -3.6998 -1.2006 0.3312
C -2.7623 6.4234 -1.4184 -1.0354
O -2.7456 4.9903 -1.2817 -0.2522
C -2.1538 4.2666 -2.2358 0.7418
C -1.2525 4.7989 -3.1588 -0.5788
C -0.7473 4.0271 -4.1877 -0.7720
C -1.1434 2.6998 -4.3405 -1.0141
C -2.0367 2.1572 -3.4467 -0.4609
C -2.5286 2.9079 -2.3695 0.4938
N -3.5826 2.3197 -1.6141 0.1808
C -3.9884 2.4387 -0.3887 -1.0671
C -3.3039 3.0028 0.7725 0.2345
C -3.9953 3.9710 1.5093 -0.6115
C -3.4238 4.5803 2.6073 -0.8886
C -2.1596 4.1844 3.0292 -1.0034
C -1.4907 3.1798 2.3554 -0.3719
C -2.0477 2.5794 1.2276 1.4066
O -1.3864 1.5022 0.6679 0.1166
H -3.3988 6.7867 -0.6173 0.2678
H -3.1825 6.7165 -2.3801 0.4250
H -1.7634 6.8425 -1.2974 0.3874
H -0.9874 5.8453 -3.0932 0.4880
H -0.0691 4.4744 -4.9023 0.4956
H -0.7838 2.1184 -5.1776 0.4827
H -2.3716 1.1336 -3.5783 0.5154
H -4.2007 1.7749 -2.2132 0.4226
H -4.9871 2.0536 -0.1947 0.6748
H -4.9875 4.2652 1.1884 0.5562
H -3.9568 5.3543 3.1427 0.4962
H -1.7102 4.6386 3.9020 0.5247
H -0.5373 2.8184 2.7163 0.3473

=====

# 5
12
Properties=species:S:1:pos:R:3:mulliken_charge:R:1 method="wB97M-V/def2-TZVPD" e_above_lowest_ev=1.1830 total_charge=+1 orbital_gap_ev=9.661 homo_ev=-15.38 total_energy_ev=-6744.144
C -0.7168 -0.1472 -1.6095 -0.0497
N -1.1806 0.1532 -0.4609 -0.0823
H -0.4307 -1.1866 -1.7359 0.2459
H -0.9413 0.4052 -2.5139 0.2877
H -1.1818 1.1308 -0.1449 0.2954
H -1.1696 -0.5654 0.2536 0.2892
H -0.5403 2.9752 1.3677 0.3482
H 0.8100 2.1277 1.4573 0.3388
O -0.1458 2.1013 1.3834 -0.6791
H 1.1874 -2.9622 0.2105 0.3312
H 2.2670 -2.0769 -0.3752 0.3334
O 1.6706 -2.1470 0.3791 -0.6587

=====

# 6
46
Properties=species:S:1:pos:R:3:mulliken_charge:R:1 method="wB97M-V/def2-TZVPD" orbital_gap_ev=6.970 homo_ev=-8.11 total_energy_ev=-136487.949
C 2.1826 -1.2578 1.6072 -1.1715
C 2.3845 0.2013 1.1988 -0.4417
C 1.5753 0.5456 -0.0133 0.6111
O 2.0445 0.5948 -1.0651 -0.4509
O 0.2588 0.8290 0.2495 -0.3149
C -0.6242 0.4048 -0.7825 -1.2132
C -0.8459 -1.1023 -0.6754 -1.3116
C -2.1599 -1.4582 0.0481 1.4389
P -2.2442 -3.3503 0.1809 -0.1016
C -0.7111 -4.0664 -0.5590 -1.0507
O -3.4571 -3.8376 -0.8193 -0.4458
C -3.3449 -0.8618 -0.7440 -1.1942
O -3.9550 0.2711 -0.1470 -0.3973
C -4.3389 -0.1193 1.1566 -0.5829
C -3.0947 -0.1034 2.0169 -0.3227
Br -2.4094 1.7415 2.0218 -0.0273
N -1.9960 -0.9621 1.4564 0.1803
H 1.1500 -1.4687 1.8936 0.1431
H 2.4861 -1.9466 0.8233 0.2969
H 2.7771 -1.4942 2.4786 0.4837
H 2.1365 0.8288 2.0473 0.3597
H 3.4224 0.3265 0.9528 0.3816
H -0.2647 0.6624 -1.7678 0.3382
H -1.5273 0.9851 -0.6482 0.5636
H -0.0450 -1.4883 -0.0518 0.2986
H -0.8401 -1.5501 -1.6551 0.4747
H -0.8890 -5.1290 -0.5977 0.4617
H -0.5184 -3.6604 -1.5452 0.3064
H 0.1151 -3.8310 0.0974 0.2528
H -3.4587 -4.8056 -0.8457 0.3527
H -4.1260 -1.5879 -0.9597 0.5687
H -2.9673 -0.5473 -1.7045 0.4156
H -4.6670 -1.1587 1.0811 0.3478
H -5.1127 0.5086 1.5634 0.4306
H -3.2855 -0.3180 3.0557 0.5707
H -1.1141 -0.4456 1.5927 0.1307
H -1.9200 -1.7925 2.0689 0.5968
N 5.0268 3.9257 -1.1642 -0.3557
S 5.0683 4.8619 -2.4467 1.1048
O 5.0204 6.2624 -2.1886 -0.5838
O 4.3713 4.3783 -3.5929 -0.5881
F 6.5953 4.6265 -2.8338 -0.2682
S 3.6506 3.9422 -0.4158 1.1845
O 3.7336 3.3593 0.8901 -0.6582
O 2.4903 3.6056 -1.1794 -0.5354
F 3.4271 5.4817 -0.0787 -0.2785